This record from OMol25 describes an isolated molecule of C2H2N2S at a distorted geometry. The level of theory is the ωB97M-V functional and the def2-TZVPD basis.

The geometry in XYZ format:
```
7
C2H2N2S (the ωB97M-V functional and the def2-TZVPD basis)
C 0.00 -0.56 0.60
C 0.70 -1.36 -0.32
H -1.01 2.67 -0.36
H -0.09 -0.88 1.62
N -0.56 0.61 0.49
N 1.27 -2.08 -1.06
S -0.31 1.60 -0.96
```

Values from the calculation:
relative energy (zero: lowest compared OMol25 entry of this formula, charge and spin)	36.0	kcal per mole
spin multiplicity	1
SMILES string	N#C/C=N\S